Record 1
Here is 3 unconnected molecules or ions with the total composition C2H7FN3 in a non-equilibrium geometry from OMol25. Energies are from wB97M-V/def2-TZVPD.

```
13
Properties=species:S:1:pos:R:3:forces:R:3:mulliken_charge:R:1
C -3.617 0.023 -0.815 0.4 -0.8 2.2 0.355
C -1.075 0.486 2.113 2.1 -1.0 -1.2 0.222
N -4.798 -0.096 -0.916 1.6 -1.0 0.3 -0.274
N -2.484 -0.097 -0.282 -0.6 1.0 0.1 -0.469
N 4.404 -0.435 -1.820 0.0 -0.2 -2.5 -0.687
F -0.001 0.646 1.372 -3.0 -0.8 1.9 -0.018
H -1.370 1.425 2.629 -0.3 -0.6 -0.6 0.327
H -1.441 -0.605 2.388 0.8 2.2 -1.0 0.328
H -5.446 0.350 -1.467 -1.8 1.3 -1.2 0.301
H -1.748 -0.232 -0.937 0.9 -0.3 -0.5 0.226
H 4.262 0.069 -2.779 0.5 -1.6 2.3 0.234
H 4.901 0.239 -1.261 0.4 -0.1 0.2 0.221
H 4.998 -1.309 -1.947 -0.9 1.9 0.0 0.236
```
Forces are in eV/Å.

## Properties
Gap between HOMO and LUMO: 4.07 eV
HOMO: -12.09 eV
E_LUMO: -8.022 eV
Energy relative to the best compared isomer or geometry (same formula, charge and spin): 72.9 kcal per mole
Charge: +1
DFT total energy: -344.1093 Ha


Record 2
Here is 2 unconnected molecules or ions with the total composition C2H7FN3 in a non-equilibrium geometry from OMol25. Energies are from wB97M-V/def2-TZVPD.

```
13
Properties=species:S:1:pos:R:3:forces:R:3:mulliken_charge:R:1
C 1.303 1.719 0.909 0.3 4.8 4.9 0.413
C 1.400 2.730 1.793 -1.3 1.2 -0.2 -0.296
N 1.298 0.837 0.106 0.7 -2.9 -2.1 -0.482
N -1.342 -0.617 -0.973 1.4 0.4 -1.9 -0.478
N -0.291 -1.262 -0.211 -2.6 -0.5 1.5 -0.181
F 1.855 2.613 3.088 -0.4 -0.5 -1.8 -0.196
H 0.936 3.797 1.625 1.1 -2.5 -0.1 0.275
H -1.253 -0.919 -1.965 -0.5 0.5 1.3 0.254
H 2.214 0.751 -0.334 0.1 0.0 -0.6 0.238
H -2.281 -0.604 -0.610 0.1 -0.6 0.4 0.259
H -0.079 -2.123 -0.708 0.7 -0.1 0.2 0.376
H 0.514 -0.534 0.010 -0.7 -0.2 -0.5 0.427
H -0.752 -1.567 0.697 1.0 0.4 -1.1 0.390
```
Forces are in eV/Å.

## Properties
Gap between HOMO and LUMO: 9.69 eV
HOMO: -13.27 eV
E_LUMO: -3.579 eV
Energy relative to the best compared isomer or geometry (same formula, charge and spin): 42.7 kcal per mole
Charge: +1
DFT total energy: -344.1575 Ha


Record 3
Here is 2 unconnected molecules or ions with the total composition C2H7ISi in a non-equilibrium geometry from OMol25. Energies are from wB97M-V/def2-TZVPD.

```
11
Properties=species:S:1:pos:R:3:forces:R:3:mulliken_charge:R:1
C -1.527 -0.913 0.420 -0.8 2.2 -1.5 -0.605
C -0.671 -0.549 -0.807 -1.2 -1.8 0.8 -1.005
Si 1.751 1.311 0.213 0.1 0.5 -0.2 0.203
I 3.672 -0.321 -0.101 -0.7 0.9 0.2 -0.082
H -2.585 -1.212 0.114 1.1 0.5 0.2 0.259
H -1.193 -1.739 1.027 0.6 -0.1 0.2 0.279
H -1.607 0.063 0.970 -0.2 -1.2 0.2 0.199
H -0.693 0.389 -1.327 -0.2 0.5 0.3 0.529
H -0.354 -1.360 -1.424 0.4 -0.5 -0.3 0.322
H 1.476 1.779 1.629 0.5 -0.2 -0.4 -0.053
H 1.731 2.552 -0.713 0.4 -0.8 0.6 -0.046
```
Forces are in eV/Å.

## Properties
Gap between HOMO and LUMO (spin up / spin down): 7.12 / 8.36 eV
HOMO (spin up / spin down): -7.05 / -9.85 eV
E_LUMO (spin up / spin down): 0.073 / -1.486 eV
Energy relative to the best compared isomer or geometry (same formula, charge and spin): 0.0 kcal per mole
Charge: 0
DFT total energy: -667.4483 Ha
Spin multiplicity: 3


Record 4
Here is 2 unconnected molecules or ions with the total composition C2H7N in a non-equilibrium geometry from OMol25. Energies are from wB97M-V/def2-TZVPD.

```
10
Properties=species:S:1:pos:R:3:forces:R:3:mulliken_charge:R:1
C -1.081 0.113 1.914 0.7 1.6 0.2 -0.196
N -0.940 1.383 1.653 -1.9 -3.4 5.0 -0.493
H -1.425 -0.228 2.908 0.5 0.5 -0.3 0.232
H -0.781 -0.733 1.266 -0.6 0.6 -0.3 0.204
H -0.904 1.517 0.728 1.3 0.7 -4.6 0.253
C 1.614 -1.066 -2.799 1.0 -1.5 0.0 -0.912
H 0.610 -1.482 -2.808 0.1 -0.6 0.4 0.231
H 1.749 -0.516 -1.854 -0.2 0.9 -1.0 0.220
H 2.436 -1.842 -2.669 -1.4 0.4 -0.5 0.223
H 1.695 -0.680 -3.837 0.5 0.8 1.2 0.238
```
Forces are in eV/Å.

## Properties
Gap between HOMO and LUMO: 11.02 eV
HOMO: -10.17 eV
SMILES: C=N.C
E_LUMO: 0.851 eV
Energy relative to the best compared isomer or geometry (same formula, charge and spin): 37.2 kcal per mole
Charge: 0
DFT total energy: -135.0858 Ha